Entry 1:
The following is a quantum chemistry calculation of a cluster of 3 separate species, C3H13NO2S in total, from OMol25.

Properties
- Charge: 0
- Energy: -725.47048 Ha
- ΔE to the lowest compared entry with this formula, charge and spin: 1.385 eV
- 2S+1: 1
- SMILES: C[C@H](N)CS.O.O

The geometry in XYZ format:
```
20
Properties=species:S:1:pos:R:3:forces:R:3:lowdin_charge:R:1
C 0.474739 -1.677033 -0.448267 -0.7 -0.5 1.8 -0.081
C 0.771319 -0.471752 -1.264556 -1.4 2.2 -0.6 -0.606
N 1.864206 -0.577291 -2.139359 2.4 -1.3 -2.6 -0.020
C 1.216784 0.684243 -0.342219 0.7 0.1 0.0 -0.497
S 0.878692 2.298914 -1.153955 1.9 -2.0 -3.0 0.754
H -0.246511 -1.287297 0.319353 0.3 -0.8 -0.5 0.077
H 0.033244 -2.536376 -0.936442 -0.3 0.1 -0.5 0.069
H 1.327014 -2.106513 0.112596 0.0 0.6 -0.3 0.095
H -0.145029 -0.107768 -1.892607 0.8 -0.7 1.5 0.137
H 2.310106 0.315993 -2.451121 -0.9 -1.4 0.2 0.084
H 1.793272 -1.303882 -2.895429 0.0 1.4 1.0 0.107
H 2.304180 0.631411 -0.322588 0.1 -0.2 0.0 0.061
H 0.995814 0.615049 0.736192 -0.8 0.3 -0.6 0.079
H 0.326251 2.757792 -0.179313 -2.3 2.1 3.7 -0.256
O -0.757248 0.623393 3.225702 0.4 -1.7 -1.6 -0.098
H -1.666466 0.935064 3.195862 -0.2 -0.1 -0.1 0.003
H -0.732105 -0.126995 2.537472 -0.2 1.8 1.7 0.056
O -3.364189 0.309559 1.557684 0.5 -0.4 0.8 -0.041
H -4.298183 0.123700 1.475848 -0.2 0.2 -0.3 0.040
H -3.085889 0.899789 0.865146 -0.2 0.3 -0.5 0.034
```
Positions in Å, forces in eV/Å.



Entry 2:
The following is a quantum chemistry calculation of a cluster of 4 separate species, C3H13NO3 in total, from OMol25.

Properties
- Expectation value of S²: 0.75
- Charge: -1
- Energy: -402.52087 Ha
- ΔE to the lowest compared entry with this formula, charge and spin: 0.042 eV
- 2S+1: 2

The geometry in XYZ format:
```
20
Properties=species:S:1:pos:R:3:forces:R:3:lowdin_charge:R:1
C -2.429602 -1.032539 -0.270359 -0.4 1.2 0.1 -0.176
C -1.330609 -0.114987 -0.792168 -0.3 -0.1 0.5 -0.206
C -1.095001 1.095461 -0.274142 0.1 -0.5 -0.3 -0.318
N 0.134466 1.769256 -0.331616 -0.5 0.9 -0.7 -0.002
H -3.423131 -0.642656 -0.544176 0.0 -0.6 -0.5 0.054
H -2.516248 -1.013798 0.823680 0.6 -0.2 -0.1 0.040
H -2.241783 -2.051153 -0.597467 -0.4 -0.1 -0.1 0.047
H -0.652925 -0.518898 -1.533563 0.3 -0.1 0.3 0.073
H -1.863295 1.616560 0.295530 0.3 -0.3 0.4 0.087
H -0.022245 2.763494 -0.440122 0.1 0.2 0.3 0.050
H 0.757655 1.470714 -1.079681 -0.1 -0.5 0.3 0.045
H 1.976650 -0.659975 -0.993625 -0.1 -0.2 0.3 -0.019
H 2.834246 0.427377 -1.690548 0.0 -0.2 0.1 0.027
O 1.995293 -0.042001 -1.743325 0.2 0.3 -0.5 -0.133
H 0.925534 1.209100 1.662538 -0.2 0.1 -0.2 -0.048
H 1.134607 0.756439 3.138706 0.0 0.0 -0.1 -0.038
O 1.383761 0.562040 2.216988 0.3 -0.4 0.1 -0.324
H 1.009934 -2.471288 0.531268 -0.3 -0.1 0.1 0.013
H 1.709227 -1.288508 1.211020 -0.2 0.4 0.3 -0.013
O 1.713469 -1.834643 0.411065 0.5 0.0 -0.3 -0.160
```
Positions in Å, forces in eV/Å.



Entry 3:
The following is a quantum chemistry calculation of a cluster of 3 separate species, C3H13NO3 in total, from OMol25.

Properties
- Charge: 0
- Energy: -402.51876 Ha
- ΔE to the lowest compared entry with this formula, charge and spin: 1.678 eV
- 2S+1: 1
- SMILES: CNCCO.O.O

The geometry in XYZ format:
```
20
Properties=species:S:1:pos:R:3:forces:R:3:lowdin_charge:R:1
C -0.465736 2.352752 1.273738 1.5 1.9 2.0 -0.160
N 0.483598 1.682331 0.391660 0.0 -1.4 -1.7 -0.137
C -0.340853 1.036532 -0.660141 0.7 -2.4 -0.1 -0.244
C 0.506632 0.273528 -1.771968 -2.0 -0.6 -1.6 -0.189
O 0.654927 -1.207554 -1.605949 1.1 2.4 2.5 -0.143
H -0.609597 1.823968 2.232930 -0.2 0.0 -0.4 0.071
H -1.407660 2.462577 0.747043 -0.1 0.0 0.2 0.055
H -0.129642 3.464644 1.613570 -0.5 -2.5 -1.0 0.110
H 1.099164 0.880895 0.706780 -1.2 1.7 0.7 0.104
H -1.069594 0.250140 -0.198874 1.0 1.3 -0.8 0.118
H -0.947832 1.771028 -1.166940 -0.1 0.3 -0.1 0.095
H -0.106083 0.262240 -2.744249 0.9 0.6 1.4 0.125
H 1.474954 0.769544 -1.973963 -0.4 -0.4 0.3 0.112
H 1.172576 -1.189746 -0.744083 -0.8 -0.9 -1.2 0.070
O -1.567738 -1.934051 0.434977 -2.0 -2.4 1.3 -0.087
H -1.111968 -1.762122 -0.376749 0.5 -0.2 -1.3 -0.011
H -2.095150 -2.813516 0.362675 1.6 2.4 -0.1 0.119
O 0.985815 -1.352464 1.509777 -1.0 1.5 -0.5 -0.052
H 0.049209 -1.611127 1.364447 0.5 -0.2 0.2 0.019
H 1.512153 -2.109158 1.675576 0.5 -1.2 0.3 0.026
```
Positions in Å, forces in eV/Å.



Entry 4:
The following is a quantum chemistry calculation of a cluster of 4 separate species, C3H13NO3 in total, from OMol25.

Properties
- Charge: 0
- Energy: -402.52264 Ha
- ΔE to the lowest compared entry with this formula, charge and spin: 1.573 eV
- 2S+1: 1
- SMILES: C/C=C/N.O.O.O

The geometry in XYZ format:
```
20
Properties=species:S:1:pos:R:3:forces:R:3:lowdin_charge:R:1
C 2.244571 0.431858 -0.070547 -1.3 0.8 1.0 -0.097
C 0.950262 0.451748 -0.875614 -0.3 -1.9 -0.2 -0.184
C 0.500579 -0.717247 -1.378653 0.7 0.8 -1.3 -0.248
N -0.495410 -0.736736 -2.427599 -0.5 0.6 0.8 0.006
H 3.034288 0.207016 -0.794850 0.2 0.1 0.8 0.075
H 2.130041 -0.263069 0.773237 0.4 -0.7 -0.7 0.073
H 2.408339 1.323911 0.558376 0.2 0.2 -1.0 0.069
H 0.303903 1.280034 -1.172981 1.0 0.4 0.3 0.086
H 0.947373 -1.693555 -1.173659 0.0 0.4 0.1 0.116
H -0.085713 -0.740919 -3.355621 0.3 -0.5 0.1 0.069
H -0.914262 0.193787 -2.391312 -0.3 -0.2 0.0 0.058
O -1.560295 1.465957 0.110014 -0.4 0.8 0.0 -0.056
H -1.051623 1.136286 0.850541 0.1 0.0 0.4 -0.002
H -1.653509 2.406688 0.336701 -0.2 -0.4 -0.2 0.068
O -1.107492 -1.686101 0.876236 -0.4 0.7 -0.3 -0.059
H -0.942481 -0.861377 0.381693 0.4 -0.5 -0.2 -0.003
H -2.035066 -1.826587 0.638877 0.1 -0.3 0.3 0.071
O -0.912495 0.246355 3.019623 0.2 0.5 -0.4 -0.073
H -0.976675 -0.263867 3.832718 0.1 -0.2 -0.4 0.041
H -0.784335 -0.354182 2.262819 -0.3 -0.5 0.9 -0.011
```
Positions in Å, forces in eV/Å.